No. 1
Below is C18H24N4O4S as an isolated structure at a distorted geometry, with properties calculated with ωB97M-V/def2-TZVPD.

As for the electronic energy: -44022.40442 eV. As for the HOMO energy: -0.2869 Eh.

Geometry as ORCA input:
```
! wB97M-V def2-TZVPD RIJCOSX def2/J DEFGRID3
* xyz 0 1
S -0.047 -2.649 1.732
O 1.192 0.902 1.733
O 3.962 -0.078 1.580
O -3.365 3.095 1.669
O -3.491 0.116 -1.734
N -0.371 -2.718 -0.533
N 1.591 0.635 -0.546
N 2.357 -1.580 1.389
N 0.883 -2.031 -0.551
C -0.584 1.025 0.233
C -1.324 2.014 1.105
C -2.287 -4.933 1.139
C -3.357 1.652 -0.040
C -0.989 -3.092 0.374
C -2.803 -0.665 -3.035
C 2.936 -0.152 -0.549
C -1.411 0.606 -0.675
C 3.084 -0.292 0.999
C -2.544 2.397 0.782
C 3.982 1.327 -2.316
C -2.708 0.704 -1.078
C 3.984 1.091 -0.554
C -2.760 3.948 2.595
C 1.136 -2.003 0.734
C -2.255 -3.800 0.120
C 0.800 0.883 0.345
C 3.663 2.348 -0.058
H -3.594 -1.444 -3.395
H 4.662 2.038 -2.365
H -2.979 -2.867 0.642
H 2.722 2.914 -0.476
H 3.140 1.639 -2.509
H -2.381 3.131 3.263
H -1.952 4.537 2.289
H 1.208 0.718 -1.467
H -3.176 -5.271 0.962
H -4.465 1.724 -0.173
H 2.579 -1.895 2.419
H 4.731 3.014 -0.314
H -2.196 -1.614 -2.270
H 3.671 2.080 1.010
H -1.948 -4.772 2.099
H -1.570 -5.680 0.623
H 4.043 0.471 -2.762
H 5.032 0.551 -0.464
H -0.780 -0.091 -1.388
H 3.028 -0.838 -1.267
H -2.058 -0.158 -3.483
H -0.752 2.480 1.808
H -3.576 4.310 3.084
H -2.664 -3.726 -0.726
*
```

Partial charges, Mulliken, in e: -0.365 -0.734 -0.358 -0.414 -0.426 -0.316 0.227 -0.208 -0.435 0.142 -1.417 -1.597 -0.700 0.460 -0.774 -1.065 0.177 0.135 0.934 -2.438 0.164 0.457 -0.931 0.549 -0.525 0.606 -1.026 0.318 0.633 0.197 0.141 0.785 0.354 0.307 0.272 0.531 0.350 0.317 0.396 0.161 0.343 0.450 0.300 0.624 0.364 -0.129 0.792 0.443 0.773 0.341 0.813

=====

No. 2
Below is a 2-piece molecular cluster, C3H9N2O overall, with properties calculated with ωB97M-V/def2-TZVPD.

As for the electronic energy: -8284.44051 eV. As for the HOMO energy: -0.1250 Eh.

Geometry as ORCA input:
```
! wB97M-V def2-TZVPD RIJCOSX def2/J DEFGRID3
* xyz -1 1
O 0.965 0.428 0.914
N 3.240 0.353 0.149
N -0.881 -0.072 -0.798
C -3.318 -0.043 -0.524
C 2.019 -0.373 0.646
C -2.052 -0.303 -0.144
H 2.371 -0.931 1.539
H -0.055 0.196 -0.089
H -3.558 0.469 -1.452
H -1.894 -0.814 0.801
H -0.982 0.598 -1.551
H 2.849 1.101 -0.419
H 1.801 -1.116 -0.141
H 3.624 0.852 0.947
H -4.130 -0.345 0.120
*
```

Partial charges, Mulliken, in e: -0.890 -0.734 -0.560 -0.822 -0.364 -0.039 0.302 0.460 0.229 0.267 0.159 0.271 0.250 0.240 0.233

=====

No. 3
Below is a 6-piece molecular cluster, C49H106N6O6 overall at a distorted geometry, with properties calculated with ωB97M-V/def2-TZVPD.

As for the electronic energy: -73745.09076 eV. As for the HOMO energy: -0.2860 Eh. Its SMILES is CC1(C)CCCC(C)(C)N1O.CC1(C)CCCC(C)(C)N1O.CC1(C)CCCC(C)(C)N1O.CC1(C)CCCC(C)(C)N1O.CC1(C)CCCC(C)(C)N1O.COC[C@H](C)N.

Geometry as ORCA input:
```
! wB97M-V def2-TZVPD RIJCOSX def2/J DEFGRID3
* xyz 0 1
O 2.268 -9.620 5.159
O -1.060 11.219 -2.166
O -2.466 0.133 -9.800
O -11.376 1.590 -1.062
O 8.974 -4.031 2.694
O 0.923 0.797 -0.478
N -1.781 1.182 -9.387
N 0.662 -1.962 1.008
N 2.459 -9.748 6.551
N -1.861 10.068 -1.732
N 9.549 -3.336 3.716
N -10.165 1.492 -0.345
C -9.141 3.879 -0.937
C -1.751 9.162 -4.078
C -10.710 3.567 1.008
C 2.641 -8.592 8.749
C 4.537 -8.575 7.138
C -9.189 0.521 -0.941
C -1.573 3.049 -7.710
C -7.923 0.444 -0.055
C 10.420 -5.202 5.178
C -8.813 0.988 -2.423
C -9.667 2.845 0.118
C -0.882 1.815 -10.328
C 0.063 0.827 -10.899
C -3.703 10.651 -3.182
C 0.799 -0.512 -1.053
C 3.038 -8.612 7.195
C 11.436 -2.979 5.288
C -9.908 -0.861 -1.122
C -0.024 -1.506 -0.233
C 9.427 -1.406 5.279
C 7.438 -3.025 5.020
C -0.756 3.953 -8.635
C 11.821 -4.318 3.250
C -8.482 2.682 0.996
C 8.067 -1.466 3.153
C 10.459 -2.137 6.144
C 3.970 -11.623 6.836
C 2.523 -11.146 7.020
C 2.429 -7.330 6.588
C -0.061 3.031 -9.624
C -1.749 2.374 -11.496
C -2.932 1.010 -7.191
C -3.836 2.652 -8.747
C 0.386 8.804 -1.281
C -2.472 1.949 -8.336
C -3.396 8.216 -2.503
C -2.691 7.247 -1.625
C -1.058 10.119 0.506
C 2.195 -11.063 8.584
C 2.879 -9.980 9.463
C -2.665 9.513 -2.855
C 10.756 -3.956 4.404
C -1.113 9.248 -0.786
C 8.665 -2.307 4.314
C 1.496 1.768 -1.319
C -7.401 1.814 0.432
C 1.481 -12.001 6.249
C -1.387 -0.865 0.256
C -2.070 8.030 -0.428
H -1.225 8.231 -3.868
H -0.773 2.535 -7.176
H 5.024 -9.471 7.521
H 7.774 -3.743 5.768
H 2.333 -11.997 9.129
H -4.651 2.650 -8.023
H -0.966 9.847 -4.398
H 2.846 -6.434 7.047
H 11.313 -5.031 2.601
H 3.946 -10.189 9.532
H -2.315 9.040 -5.004
H -4.376 8.387 -2.057
H -2.027 0.655 -6.698
H -3.759 7.692 -3.387
H -2.517 3.006 -11.051
H -7.224 0.069 -0.803
H 2.434 1.405 -1.738
H -7.983 -0.391 0.643
H -2.856 8.321 0.269
H 4.817 -8.636 6.086
H -0.516 0.089 -11.455
H 4.566 -11.667 7.747
H 12.622 -4.958 3.620
H -10.255 4.473 1.408
H 1.869 -12.262 5.264
H 12.004 -3.523 6.042
H -10.721 -0.762 -1.842
H -6.958 2.346 -0.410
H 0.484 0.262 -10.067
H 9.696 -5.823 4.651
H -3.520 1.578 -6.470
H 1.566 -8.407 8.760
H -8.157 3.602 -1.314
H 2.497 -9.919 10.482
H -1.831 -1.707 0.788
H 0.874 1.287 -11.463
H 12.151 -2.371 4.734
H -0.299 10.884 0.342
H -1.376 7.305 -0.002
H -1.465 4.609 -9.140
H 10.000 -0.751 4.621
H 1.356 -7.257 6.768
H 1.195 -12.864 6.850
H -2.059 3.681 -6.967
H -1.472 11.951 -1.702
H -3.509 6.624 -1.266
H -6.602 1.717 1.167
H -3.696 3.566 -9.325
H -8.697 2.326 2.003
H 0.468 7.884 -1.861
H 4.086 -12.647 6.482
H -8.036 0.530 -3.035
H 7.139 -1.941 2.838
H -2.002 10.636 0.679
H 2.597 -7.122 5.531
H 0.682 -11.297 6.016
H -0.157 4.711 -8.129
H -1.128 -0.037 0.916
H -4.647 10.318 -3.614
H -0.308 -2.317 -0.903
H 11.288 -5.859 5.219
H -3.252 0.567 -10.138
H -10.499 -1.043 -0.224
H -4.289 2.056 -9.539
H 7.003 -2.334 5.743
H 0.303 -0.314 -2.003
H -1.856 -0.548 -0.675
H -2.241 1.628 -12.120
H 8.713 -1.386 2.279
H 1.136 -10.816 8.655
H -11.651 3.805 0.512
H -11.951 1.329 -0.339
H -8.154 3.675 1.304
H -1.122 2.963 -12.165
H -8.330 1.953 -2.579
H 0.971 8.564 -0.393
H 8.761 -0.883 5.965
H 4.847 -7.775 7.810
H 4.642 -11.095 6.159
H -9.866 3.929 -1.749
H 9.946 -2.817 6.825
H 11.040 -1.489 6.800
H 3.270 -7.881 9.285
H 1.464 2.659 -0.691
H -10.927 2.960 1.887
H -3.542 0.197 -7.585
H 9.940 -4.847 6.091
H 1.871 -0.697 -1.125
H 12.235 -3.464 2.714
H 1.322 -1.279 1.351
H 3.177 -9.544 4.862
H -8.972 4.782 -0.350
H -9.282 -1.752 -1.172
H 0.916 2.640 -9.340
H -1.936 6.647 -2.132
H -9.715 1.034 -3.033
H -3.338 11.287 -3.989
H 1.277 -2.721 0.752
H 0.857 9.594 -1.866
H 0.294 3.546 -10.517
H -3.955 11.186 -2.266
H -0.684 9.591 1.383
H 6.584 -3.321 4.411
H 7.737 -0.478 3.474
H 9.202 -3.466 1.953
H 0.810 2.039 -2.121
*
```

Atomic partial charges in e from the Mulliken method, atoms 1 to 99: -0.440 -0.496 -0.440 -0.464 -0.482 -0.328 0.172 -0.721 0.169 0.420 0.503 0.186 -1.644 -1.748 -1.899 -1.130 -1.690 1.397 -1.239 -1.097 -1.691 -1.513 1.374 1.656 -2.036 -1.814 -0.721 1.170 -1.081 -1.847 0.237 -0.966 -1.549 -0.711 -1.872 -1.354 -1.851 -0.868 -1.707 1.740 -1.720 -1.316 -1.575 -1.839 -1.561 -1.630 1.205 -1.402 -0.606 -1.895 -1.355 -0.661 1.605 1.263 1.261 1.334 -0.704 -0.652 -1.764 -1.250 -1.204 0.361 0.390 0.370 0.312 0.402 0.413 0.351 0.402 0.462 0.322 0.438 0.470 0.423 0.449 0.365 0.386 0.274 0.350 0.407 0.371 0.398 0.323 0.430 0.387 0.382 0.342 0.355 0.302 0.497 0.351 0.425 0.398 0.386 0.404 0.379 0.364 0.383 0.457

=====

Copy entry 1 word for word.
Below is C18H24N4O4S as an isolated structure at a distorted geometry, with properties calculated with ωB97M-V/def2-TZVPD.

As for the electronic energy: -44022.40442 eV. As for the HOMO energy: -0.2869 Eh.

Geometry as ORCA input:
```
! wB97M-V def2-TZVPD RIJCOSX def2/J DEFGRID3
* xyz 0 1
S -0.047 -2.649 1.732
O 1.192 0.902 1.733
O 3.962 -0.078 1.580
O -3.365 3.095 1.669
O -3.491 0.116 -1.734
N -0.371 -2.718 -0.533
N 1.591 0.635 -0.546
N 2.357 -1.580 1.389
N 0.883 -2.031 -0.551
C -0.584 1.025 0.233
C -1.324 2.014 1.105
C -2.287 -4.933 1.139
C -3.357 1.652 -0.040
C -0.989 -3.092 0.374
C -2.803 -0.665 -3.035
C 2.936 -0.152 -0.549
C -1.411 0.606 -0.675
C 3.084 -0.292 0.999
C -2.544 2.397 0.782
C 3.982 1.327 -2.316
C -2.708 0.704 -1.078
C 3.984 1.091 -0.554
C -2.760 3.948 2.595
C 1.136 -2.003 0.734
C -2.255 -3.800 0.120
C 0.800 0.883 0.345
C 3.663 2.348 -0.058
H -3.594 -1.444 -3.395
H 4.662 2.038 -2.365
H -2.979 -2.867 0.642
H 2.722 2.914 -0.476
H 3.140 1.639 -2.509
H -2.381 3.131 3.263
H -1.952 4.537 2.289
H 1.208 0.718 -1.467
H -3.176 -5.271 0.962
H -4.465 1.724 -0.173
H 2.579 -1.895 2.419
H 4.731 3.014 -0.314
H -2.196 -1.614 -2.270
H 3.671 2.080 1.010
H -1.948 -4.772 2.099
H -1.570 -5.680 0.623
H 4.043 0.471 -2.762
H 5.032 0.551 -0.464
H -0.780 -0.091 -1.388
H 3.028 -0.838 -1.267
H -2.058 -0.158 -3.483
H -0.752 2.480 1.808
H -3.576 4.310 3.084
H -2.664 -3.726 -0.726
*
```

Partial charges, Mulliken, in e: -0.365 -0.734 -0.358 -0.414 -0.426 -0.316 0.227 -0.208 -0.435 0.142 -1.417 -1.597 -0.700 0.460 -0.774 -1.065 0.177 0.135 0.934 -2.438 0.164 0.457 -0.931 0.549 -0.525 0.606 -1.026 0.318 0.633 0.197 0.141 0.785 0.354 0.307 0.272 0.531 0.350 0.317 0.396 0.161 0.343 0.450 0.300 0.624 0.364 -0.129 0.792 0.443 0.773 0.341 0.813